[1]
DFT (wB97M-V/def2-TZVPD) results for 5 unconnected molecules or ions with the total composition C7H24N4O5 at a distorted geometry.

energy = -23844.45193 eV
E_LUMO = 0.4 eV
HOMO-LUMO gap = 9.6 eV
2S+1 = 1

```
40
Properties=species:S:1:pos:R:3:forces:R:3:nbo_charge:R:1
O -8.96285 16.22780 2.65350 -2.0508 0.4795 1.3761 -0.725
C -7.07564 15.44515 1.70242 0.5516 -0.7323 -2.3100 -0.626
H -8.57718 16.76781 3.34722 -0.0072 -0.0415 0.0270 0.465
H -6.38146 15.47494 0.86259 0.6819 0.5986 0.1676 0.196
H -8.94294 16.28547 0.65870 0.3800 -0.7251 -0.2460 0.176
N -6.67216 23.90963 -4.18099 -3.0460 3.2808 -2.2204 -0.821
O -3.31683 18.76361 1.54067 2.2423 -0.5564 -1.7040 -0.705
H -6.55763 20.02683 -1.46958 0.0724 -0.0563 0.0048 0.211
C -10.08204 20.48459 -0.61451 -0.0526 -0.5143 -0.3646 -0.611
H -10.24306 19.44884 1.07676 0.2081 0.1754 1.3257 0.157
C -6.06254 23.08214 -3.38331 -3.4999 -2.1536 5.2416 0.737
H -0.69403 19.23951 -0.25362 -0.3101 0.0070 0.4949 0.395
H -6.20698 24.29731 -4.98932 -0.4140 0.0404 0.2449 0.371
N -4.91770 22.79061 -3.82945 5.7227 -0.7178 -2.9682 -0.794
H -7.52156 24.37071 -3.88770 0.2260 -0.2777 0.0211 0.412
O -6.55105 22.60477 -2.34984 -0.0786 0.4053 -0.4347 -0.688
H -7.70438 18.67860 -1.47545 -0.1450 0.1377 -0.0550 0.162
H -7.33936 14.39182 1.60719 -0.7471 -0.0073 0.5308 0.209
H -9.03105 20.24378 -0.45474 0.2702 0.7808 -0.9091 0.211
H -4.22905 22.13104 -3.49656 -0.5647 0.3173 0.1136 0.418
N -1.28881 19.00999 0.52974 4.6351 -0.1097 2.6455 -0.830
H -10.50673 19.65334 -1.17732 -0.0964 -0.0175 -0.1637 0.196
H -4.77585 23.38008 -4.63723 1.6562 -0.9544 0.0005 0.365
H -6.08130 17.26058 -1.43768 0.2862 -0.0987 0.0796 0.474
C -8.23722 16.40034 1.48142 0.8778 0.0203 0.7873 -0.071
H -10.09218 21.47481 2.35367 -0.0364 0.0852 0.1102 0.470
H -6.76572 19.05998 -2.93422 -0.0738 0.0430 -0.1413 0.158
O -5.72052 18.14924 -1.39612 0.1179 -0.1736 0.0308 -0.739
H -6.58286 15.58566 2.66446 -0.0058 0.3051 -0.2545 0.216
C -10.59008 20.43893 0.78112 -0.9477 -0.3170 -0.8883 -0.069
H -7.90189 17.43473 1.40596 0.3473 0.1457 -0.1120 0.160
H -4.01112 19.09460 -0.93294 -0.0557 -0.6363 0.7187 0.432
N -3.04055 18.98741 -0.67483 -1.8657 0.2300 -4.6397 -0.813
O -10.09941 21.60091 1.40201 0.2655 -0.2927 0.7556 -0.715
C -2.55788 18.82400 0.51896 -5.7427 1.1130 2.6251 0.745
H -10.35003 21.42253 -1.10087 0.6001 -0.0191 -0.0886 0.215
C -6.73741 19.01956 -1.84534 -0.4238 0.2604 -0.0496 -0.258
H -2.41985 19.25246 -1.42622 -0.0899 -0.1785 0.2164 0.355
H -1.09010 19.23236 1.49471 1.3602 0.0140 -0.2257 0.413
H -11.67951 20.40468 0.78937 -0.2475 0.1402 0.2578 0.146
```
Forces are in eV/Å.

***

[2]
DFT (wB97M-V/def2-TZVPD) results for a molecular structure, C27H24BF4NO6PW at a distorted geometry.

energy = -64824.39123 eV
E_LUMO (alpha / beta) = -4.4 / -4.2 eV
HOMO-LUMO gap (alpha / beta) = 7.2 / 7.3 eV
2S+1 = 1
total charge = +1

```
65
Properties=species:S:1:pos:R:3:forces:R:3:nbo_charge:R:1
C -1.14076 -0.39914 2.85820 -0.0464 0.0816 -0.2065 -0.341
C -4.80046 -2.21358 -0.34035 -0.0082 0.0010 -0.0063 -0.205
H -3.75059 -5.40921 0.04832 -0.0154 0.0036 0.0042 0.229
C 0.85532 -1.70748 2.47856 -0.0142 0.1079 0.1765 0.090
C -2.56730 -3.81486 -0.74988 -0.0147 -0.0611 -0.0025 -0.147
C -3.72360 -4.35669 -0.20147 -0.0001 -0.0011 0.0000 -0.223
H -3.18010 -1.70493 -6.06496 0.0003 0.0089 0.0021 0.237
C -2.24603 -1.60380 -4.14162 0.0395 -0.0156 0.0208 -0.173
O -0.15014 2.79315 -0.87255 -0.1543 -0.0636 0.0326 -0.516
O -1.81144 0.19316 0.59174 0.2600 0.1181 -0.1604 -0.724
C -1.57056 -0.82942 -3.20602 -0.0633 0.0492 -0.1100 -0.337
H -1.71485 -4.45726 -0.92430 -0.0032 0.0236 -0.0044 0.224
C 1.21269 0.76848 2.55457 -0.0417 -0.0602 -0.3411 0.796
H -2.19556 -1.89766 1.60058 -0.0187 0.0037 0.0177 0.258
F 1.55088 -0.45428 -3.08824 -0.0220 -0.0097 0.0396 -0.530
H -5.73782 -3.98391 0.43134 0.0006 0.0006 0.0033 0.231
C -0.85910 1.56954 -2.58442 0.0422 0.2281 0.1952 0.187
C -1.05252 -2.91957 3.20693 -0.0128 -0.0399 -0.0150 -0.428
H -1.56188 -2.75009 4.15422 0.0020 0.0192 -0.0022 0.236
H 2.58147 -5.84595 -3.06043 -0.0021 -0.0004 -0.0031 0.230
H -0.88178 2.57497 -2.99602 -0.0016 0.0142 0.0414 0.232
H -3.63608 -0.61878 -1.15154 0.0181 -0.0028 -0.0099 0.225
C 0.11889 -2.99367 -2.19593 -0.0401 0.0133 -0.0219 -0.268
C -1.51177 0.67610 1.83314 0.0196 -0.0933 0.4590 0.745
H 1.65059 -4.42034 -4.85310 -0.0003 -0.0016 0.0018 0.230
C -2.41460 0.25294 -5.64634 0.0012 0.0763 -0.0595 -0.171
H 0.11646 -2.60079 -4.31637 -0.0290 0.0214 0.0207 0.225
H -1.41682 -3.85874 2.79544 0.0125 -0.0057 0.0110 0.238
C -1.35991 0.53614 -3.47632 -0.0812 -0.1570 -0.2222 -0.033
H -5.67140 -1.58924 -0.19110 -0.0006 -0.0015 -0.0014 0.231
N -0.47883 1.51858 -1.36317 0.2012 -0.0215 0.0222 -0.218
C 0.66701 -3.78451 -1.18462 0.0230 -0.0197 0.0341 -0.221
H 0.41944 -3.59081 -0.14879 -0.0042 0.0096 0.0005 0.220
H -0.65324 2.87686 -0.04177 0.0728 0.0246 0.0558 0.496
O -0.11749 -1.79845 1.37510 0.1347 0.0386 0.0476 -0.562
C 1.89048 -5.04997 -2.81761 -0.0132 0.0200 -0.0012 -0.170
H 0.60060 -0.38771 4.21800 0.0257 0.0078 -0.0144 0.269
P -1.00901 -1.66286 -1.70268 0.0870 0.0367 0.1003 0.978
H 0.93183 -3.81390 2.92043 -0.0155 -0.0053 0.0027 0.235
C -4.83714 -3.55886 0.00886 0.0121 0.0032 -0.0018 -0.183
O 1.72834 1.63347 3.17509 0.0174 0.0131 0.1048 -0.470
C 0.41248 -0.38986 3.14712 0.0988 -0.0603 0.0379 -0.351
H 1.95924 -5.41960 -0.70375 0.0002 -0.0019 -0.0017 0.225
O -1.44019 1.85848 2.03343 -0.0720 0.0752 0.0460 -0.519
W 0.03036 -0.02360 0.00847 -1.3044 -0.8391 -1.3053 1.792
C -2.66248 -1.07444 -5.35423 -0.0460 -0.0621 -0.0495 -0.164
F 1.61347 -0.99959 -0.73560 0.1117 -0.1780 -0.0058 -0.550
C 0.48934 -2.90878 3.33224 0.0089 0.0084 -0.0809 -0.430
C -1.78223 1.05094 -4.70942 0.0106 -0.0644 0.0959 -0.164
H 0.84317 -2.79546 4.35451 0.0024 0.0194 0.0022 0.240
H -2.45078 -2.64577 -3.92630 0.0293 0.0016 0.0378 0.235
B 2.36380 -0.13289 -2.05065 0.1469 -0.0841 -0.1156 1.401
F 2.15771 1.11661 -1.55945 0.1106 0.1413 0.0627 -0.505
H -1.71689 -0.22954 3.76558 0.0088 -0.0242 0.0127 0.277
H -2.72884 0.67485 -6.59109 0.0077 0.0053 0.0059 0.238
C 0.48353 -3.22786 -3.51673 0.0090 0.0232 -0.0409 -0.191
C 1.36568 -4.25374 -3.82309 0.0207 -0.0277 0.0077 -0.200
H 1.85346 -1.69389 2.04992 0.0182 -0.0298 0.0331 0.250
H -1.62302 2.09913 -4.92661 0.0051 0.0076 0.0075 0.229
C -1.32055 -1.78363 2.23120 0.0081 0.1257 0.1083 0.089
O 1.33570 0.69501 1.17864 0.4557 0.5672 0.8801 -0.747
C 1.54072 -4.81198 -1.49509 0.0030 0.0048 -0.0118 -0.207
C -3.65043 -1.66907 -0.88606 -0.0249 0.0003 0.0107 -0.188
F 3.59351 -0.63224 -2.04278 0.0046 0.0051 0.0030 -0.494
C -2.52189 -2.46662 -1.09021 0.0201 0.0221 0.0499 -0.393
```
Forces are in eV/Å.

***

Values of energy relative to the best compared isomer or geometry (same formula, charge and spin), in order: 0.0, 0.0, all in kJ/mol.